# 1
A 2-piece molecular cluster, C6H15NO overall. Source: the Open Molecules 2025 dataset; level of theory: the ωB97M-V functional and the def2-TZVPD basis.

XYZ file:
```
23
Properties=species:S:1:pos:R:3
C -1.97722 0.43584 0.90793
N -0.48093 0.83739 0.88580
C -0.28199 1.63322 -0.33936
C 1.10436 1.13915 -0.86667
C 1.04357 -0.42813 -0.55507
C 0.15742 -0.42529 0.78583
C 1.12156 -0.69373 2.09556
H -2.24336 0.12160 1.99426
H -2.46967 1.33312 0.55751
H -2.16743 -0.59760 0.33918
H -0.31827 2.70745 -0.04086
H -0.97308 1.44922 -1.18200
H 1.33227 1.19731 -1.87476
H 1.86183 1.54931 -0.20268
H 2.01148 -0.89060 -0.52551
H 0.72591 -1.11337 -1.44043
H -0.48450 -1.32528 0.89919
H 2.11465 -1.15745 2.01677
H 1.54631 0.33847 2.48422
H 0.46886 -1.22339 2.86066
H -0.92125 -1.14560 -2.18943
H -0.46652 -2.65807 -2.30644
O -0.45711 -1.80165 -2.46995
```

Output
- HOMO: -8.710 eV
- Total charge: 0
- LUMO energy: 0.8 eV
- HOMO-LUMO gap: 9.533 eV
- E: -9999.0478 eV
- SMILES: C[C@@H]1CCCN1C.O

=====

# 2
A 2-piece molecular cluster, C6H15NO overall. Source: the Open Molecules 2025 dataset; level of theory: the ωB97M-V functional and the def2-TZVPD basis.

XYZ file:
```
23
Properties=species:S:1:pos:R:3
C -2.00245 -0.67890 0.41558
C -0.75237 -1.62170 0.65028
C 0.07835 -1.96628 -0.69021
N 2.34337 0.04474 0.30804
C 1.75358 -0.07941 -1.01517
C 0.71845 -0.86551 -1.41200
C 2.54514 0.76587 -1.90757
H -1.62012 0.30204 0.02934
H -2.76284 -1.03092 -0.22138
H -2.46400 -0.73886 1.43352
H -0.11738 -1.21432 1.32397
H -1.25818 -2.55468 1.03140
H -0.59197 -2.51630 -1.28838
H 0.84481 -2.60914 -0.24872
H 3.12474 0.75696 0.49722
H 1.99887 -0.38831 1.12374
H 0.18362 -0.52412 -2.31763
H 2.51592 0.49039 -2.97094
H 3.62364 0.61134 -1.75476
H 2.39692 1.86017 -1.86623
H -3.23952 3.92391 3.68102
H -4.05129 4.14537 2.41537
O -3.26728 3.88766 2.78349
```

Output
- HOMO: -7.549 eV
- Total charge: 0
- LUMO energy: 1.0 eV
- HOMO-LUMO gap: 8.599 eV
- E: -10000.9456 eV
- SMILES: CCC/C=C(/C)N.O

=====

# 3
A single C6H15NO molecule. Source: the Open Molecules 2025 dataset; level of theory: the ωB97M-V functional and the def2-TZVPD basis.

XYZ file:
```
23
Properties=species:S:1:pos:R:3
C -0.77346 -0.65123 -0.93916
C -0.68092 0.10577 0.30763
C 1.14068 0.07737 0.45945
C -0.21691 -0.14025 -2.24228
C -1.32584 -0.55866 1.51292
C 1.60182 1.49823 0.15638
N 1.57982 -0.27900 1.77824
O -2.45787 -0.43006 -1.13346
H -2.86545 -1.29420 -1.29078
H -0.63903 -1.72635 -0.81092
H -0.99331 1.14702 0.21720
H 1.60628 -0.61783 -0.24116
H 2.40042 -0.87507 1.77545
H 1.24557 0.35045 2.50064
H -0.80647 -0.55877 -3.06214
H -0.30186 0.94646 -2.31893
H 0.82693 -0.43363 -2.38636
H -1.19326 -1.64377 1.49874
H -2.39740 -0.34377 1.52128
H -0.92941 -0.17256 2.45718
H 2.68645 1.59533 0.28460
H 1.37334 1.78540 -0.86992
H 1.11987 2.21915 0.82539
```

Output
- HOMO: -8.376 eV
- Total charge: 0
- LUMO energy: 1.0 eV
- HOMO-LUMO gap: 9.350 eV
- E: -10001.0747 eV
- SMILES: C[C@H]([C@H](C)O)[C@@H](C)N

=====

# 4
A 4-piece molecular cluster, C6H15NO overall. Source: the Open Molecules 2025 dataset; level of theory: the ωB97M-V functional and the def2-TZVPD basis.

XYZ file:
```
23
Properties=species:S:1:pos:R:3
C -0.72459 -0.92336 -1.21823
C -0.37883 0.53736 -1.29059
C 0.41429 0.80064 -0.06479
C 2.19147 -0.61288 -1.10013
C 1.74768 -0.02222 -0.03046
C 2.42164 0.01404 1.39568
N -1.98374 -1.20844 -0.57280
H -0.58243 -1.41399 -2.16440
H 0.09768 -1.14616 -0.57438
H 0.09875 0.97070 -2.13784
H -1.33939 1.07192 -1.27604
H -0.12696 0.58581 0.88845
H 0.58265 1.93748 -0.03878
H -1.64977 1.89541 3.35669
H 3.04798 -0.81254 -1.67036
H 2.93657 1.00054 1.46161
H 3.17538 -0.75984 1.48690
H 1.59281 0.01684 2.18905
H -2.26392 -0.44639 0.15402
H -1.93884 2.26348 4.06848
H -1.93411 -2.10487 -0.13653
H -3.21298 0.78734 1.72710
O -2.32841 0.73148 1.31584
```

Output
- HOMO: -7.081 eV
- Total charge: 0
- LUMO energy: -3.8 eV
- HOMO-LUMO gap: 3.316 eV
- E: -9993.2863 eV

=====

> Which value of LUMO energy does entry 1 give?

0.8 eV